{
  "formula": "C25H21N3O4S",
  "method": "wB97M-V/def2-TZVPD",
  "symbols": ["C", "C", "O", "N", "C", "C", "C", "C", "N", "C", "O", "C", "C", "O", "C", "O", "C", "C", "C", "C", "C", "C", "S", "C", "C", "C", "C", "C", "C", "C", "N", "C", "C", "H", "H", "H", "H", "H", "H", "H", "H", "H", "H", "H", "H", "H", "H", "H", "H", "H", "H", "H", "H", "H"],
  "coordinates": [[-1.346, -7.531, 2.997], [-0.911, -6.140, 2.573], [-0.094, -5.489, 3.181], [-1.552, -5.727, 1.441], [-1.430, -4.519, 0.745], [-0.515, -3.530, 1.093], [-0.452, -2.362, 0.360], [-1.294, -2.155, -0.730], [-1.184, -0.943, -1.426], [-1.860, -0.535, -2.521], [-2.685, -1.172, -3.139], [-1.444, 0.868, -2.991], [-0.226, 0.763, -3.906], [-1.138, 1.687, -1.858], [-1.554, 2.961, -1.869], [-2.201, 3.460, -2.753], [-1.146, 3.673, -0.633], [-1.917, 4.765, -0.240], [-1.626, 5.457, 0.918], [-0.558, 5.051, 1.705], [0.227, 3.981, 1.321], [-0.043, 3.298, 0.140], [0.977, 1.941, -0.360], [2.575, 2.416, 0.257], [3.051, 3.716, 0.153], [4.330, 4.020, 0.581], [5.156, 3.032, 1.099], [4.704, 1.730, 1.185], [3.412, 1.415, 0.765], [2.939, 0.086, 0.856], [2.549, -0.989, 0.930], [-2.204, -3.146, -1.084], [-2.267, -4.313, -0.350], [-1.132, -8.249, 2.207], [-2.414, -7.545, 3.206], [-0.804, -7.815, 3.894], [-2.229, -6.365, 1.045], [0.143, -3.678, 1.931], [0.273, -1.609, 0.632], [-0.522, -0.287, -1.030], [-2.285, 1.317, -3.533], [0.033, 1.745, -4.294], [0.623, 0.363, -3.355], [-0.458, 0.102, -4.737], [-2.750, 5.045, -0.868], [-2.231, 6.299, 1.214], [-0.334, 5.567, 2.626], [1.053, 3.671, 1.943], [2.417, 4.485, -0.263], [4.688, 5.036, 0.500], [6.154, 3.279, 1.427], [5.336, 0.947, 1.578], [-2.856, -2.999, -1.929], [-2.977, -5.077, -0.633]],
  "forces_ev_per_a": [[0.175, 0.089, 0.161], [-0.287, -0.461, -0.016], [0.218, 0.182, 0.140], [-0.283, -0.232, -0.219], [0.049, 0.365, -0.179], [0.044, -0.072, 0.111], [-0.229, 0.061, -0.265], [-0.070, -0.436, 0.182], [0.317, 0.198, 0.227], [0.127, 0.690, 0.095], [-0.107, -0.118, -0.197], [-0.293, -0.221, -0.806], [-0.183, 0.170, 0.260], [-0.173, -0.097, 0.059], [-0.263, 0.278, -0.273], [0.108, -0.106, 0.097], [0.132, 0.153, 0.225], [0.024, -0.106, -0.064], [-0.017, 0.009, -0.001], [0.007, 0.003, -0.033], [-0.073, 0.028, 0.072], [-0.041, -0.105, -0.019], [0.608, -0.090, 0.082], [-0.264, -0.140, -0.037], [0.165, 0.012, 0.002], [-0.056, -0.015, -0.022], [0.048, -0.042, 0.030], [-0.004, 0.020, -0.053], [0.179, 0.955, -0.058], [-0.137, -0.505, 0.092], [-0.029, -0.358, 0.039], [-0.054, 0.073, -0.128], [0.199, -0.012, 0.252], [-0.023, -0.080, -0.057], [-0.093, -0.041, -0.004], [0.007, 0.025, -0.007], [0.170, 0.054, 0.165], [0.026, 0.006, 0.021], [0.051, 0.043, 0.031], [-0.155, -0.051, -0.059], [0.157, -0.237, 0.218], [0.024, 0.053, -0.039], [0.087, -0.040, -0.002], [-0.019, -0.064, -0.074], [-0.065, 0.035, -0.046], [-0.070, 0.067, 0.020], [0.012, 0.051, 0.084], [0.015, -0.002, 0.021], [-0.025, 0.036, -0.021], [0.043, 0.089, -0.005], [0.080, 0.006, 0.032], [0.038, -0.042, 0.023], [-0.015, -0.003, -0.022], [-0.084, -0.074, -0.033]],
  "mulliken_charge": [-1.313, 0.801, -0.612, -0.174, 0.902, -0.547, -0.643, 0.327, 0.134, 0.416, -0.679, 0.129, -1.364, -0.161, 0.619, -0.618, 0.094, -0.555, -0.706, -0.617, -0.496, 0.410, -0.120, 0.691, -0.301, -0.645, -0.572, -0.740, 0.275, -0.004, -0.497, -0.554, -0.870, 0.326, 0.325, 0.355, 0.182, 0.543, 0.265, -0.157, 0.501, 0.378, 0.255, 0.435, 0.491, 0.403, 0.420, 0.589, 0.551, 0.412, 0.398, 0.496, 0.547, 0.277],
  "molar_mass_g_mol": 459.53,
  "largest_force_ev_per_a": 0.97,
  "multiplicity": 1,
  "orbital_gap_ev": 7.622,
  "smiles": "CC(=O)Nc1ccc(NC(=O)[C@H](C)OC(=O)c2ccccc2Sc2ccccc2C#N)cc1",
  "e_tot_ev": -49762.8627,
  "de_lowest_ev": 0.0000
}